{"formula": "C12H25B2BeCaCl2F9GaLiN2NaO11S3", "method": "ωB97M-V/def2-TZVPD", "spin_multiplicity": 1, "charge": 1, "homo_lumo_gap_ha": 0.0517, "max_force_ev_per_a": 3.95, "lumo_energy_ha": -0.3356, "elements": ["C", "C", "C", "O", "Ga", "N", "C", "C", "C", "O", "H", "H", "H", "H", "H", "H", "H", "H", "H", "H", "H", "H", "H", "H", "H", "Na", "C", "S", "O", "C", "H", "H", "H", "H", "H", "H", "Li", "B", "F", "F", "F", "F", "Cl", "C", "C", "Cl", "H", "H", "H", "H", "Ca", "N", "S", "O", "O", "F", "S", "O", "O", "F", "F", "B", "O", "C", "O", "C", "O", "O", "F", "F", "Be"], "coordinates": [[1.3359, 0.1846, -1.1746], [2.1691, 1.4818, -1.6583], [1.9897, 1.5518, -3.1970], [0.6541, 1.3237, -3.5614], [-0.4985, 2.7126, -3.0167], [-1.2502, 2.3480, -1.2201], [-1.9607, 3.5786, -0.7974], [-2.1702, 1.3249, -1.2207], [-2.5175, 0.4789, -2.4295], [-2.7876, 1.0748, -0.1523], [1.7359, -0.2855, -0.2541], [1.3800, -0.5246, -2.0414], [0.3114, 0.5034, -1.0802], [1.8060, 2.4073, -1.1175], [3.2739, 1.2643, -1.4211], [2.3875, 2.4917, -3.6087], [2.5864, 0.7427, -3.6430], [-1.7353, 2.9694, -4.0082], [0.2852, 4.1120, -2.8945], [-1.5558, 4.4464, -1.3215], [-1.8537, 3.6447, 0.2919], [-3.0191, 3.4342, -1.0778], [-3.2618, -0.2615, -2.1119], [-2.9730, 1.0484, -3.2517], [-1.6704, -0.0945, -2.8164], [3.5498, 0.0299, 0.3582], [3.8900, -3.7344, 4.5804], [3.0707, -2.1879, 4.1881], [4.0758, -1.3292, 3.4961], [2.9155, -1.5832, 5.8690], [4.1093, -4.2510, 3.6479], [4.8192, -3.5311, 5.1116], [3.2267, -4.3470, 5.1905], [3.9036, -1.5146, 6.3235], [2.2808, -2.2619, 6.4373], [2.4558, -0.5975, 5.8373], [3.1702, 3.0287, -0.4025], [7.3725, -2.5472, 0.3431], [8.0372, -3.3777, -0.5571], [8.2835, -1.7398, 1.0315], [6.4685, -1.7051, -0.3805], [6.6205, -3.3173, 1.2546], [0.1901, -2.6833, 0.9842], [-1.1027, -1.4724, 1.3058], [-0.7243, -0.4504, 2.3361], [-0.6567, -1.1375, 3.9670], [-2.0059, -2.0066, 1.5919], [-1.2824, -0.9742, 0.3547], [-1.4869, 0.3252, 2.3680], [0.2259, 0.0194, 2.1076], [-4.5871, 2.7264, -0.9804], [-1.7625, -0.3534, -5.4836], [-2.4243, 0.2219, -6.8450], [-3.6443, -0.3918, -7.2181], [-1.5098, 0.5720, -7.8614], [-2.8890, 1.6225, -6.2763], [-1.2460, -1.7802, -5.6394], [-0.9756, -2.3869, -4.2856], [-0.2833, -2.0760, -6.6192], [-2.4760, -2.6240, -6.0665], [0.3645, 1.4250, 0.5244], [-5.1554, 0.4995, 3.5220], [-4.3406, 1.6928, 3.8722], [-4.0909, 1.6698, 5.1735], [-3.4521, 2.4936, 5.7590], [-4.7445, 0.4205, 5.7746], [-4.7077, 0.0932, 6.9222], [-5.3545, -0.2398, 4.8009], [-4.4592, -0.2954, 2.5932], [-6.3768, 0.8962, 2.9825], [0.0472, -2.7983, -3.2093]], "mulliken_charge": [0.8125, -0.7188, -0.9947, -0.4223, 0.9789, 0.4886, -0.8011, -0.0981, -1.0378, -0.5539, 0.1716, -0.3041, -0.6594, -0.0324, 1.0220, 0.3592, 0.3306, -0.4428, -0.4908, 0.4625, 0.4557, -0.1258, 0.6182, 0.4952, -0.1142, 0.9271, -1.0442, 0.7454, -0.6249, -1.0437, 0.3312, 0.3390, 0.3982, 0.3955, 0.3869, 0.3018, 0.9686, 0.5450, -0.3644, -0.3863, -0.4004, -0.3848, -0.2375, 0.2577, -0.0607, -0.2006, 0.4612, -0.5189, 0.1644, 0.1084, 1.6001, 0.0142, 1.0031, -0.5530, -0.5220, -0.2152, 1.1981, -0.0885, -0.5075, -0.2105, -0.7570, 0.6099, -0.3400, 0.5497, -0.5971, 0.5659, -0.5635, -0.5247, -0.3344, -0.3175, 0.5277]}